## 1
The following is a quantum chemistry calculation of C26H37Cl2N3O5S3ScSi2Te as an isolated structure, from the Open Molecules 2025 dataset.

## Properties
**Spin multiplicity**: 1
**HOMO-LUMO gap**: 5.23 eV
**Net charge**: +1
**HOMO level**: -9.2 eV

The geometry in XYZ format:
```
80
C26H37Cl2N3O5S3ScSi2Te wB97M-V/def2-TZVPD
Sc 2.009 1.380 -0.149
O -1.458 3.196 -0.934
C -0.465 3.014 -0.279
O 0.023 1.867 0.122
C 0.450 4.169 0.020
C 0.143 5.501 -0.080
C 1.168 6.410 -0.324
C 2.474 5.948 -0.262
C 2.731 4.621 0.024
N 1.718 3.788 0.133
C 3.977 3.858 0.071
O 5.156 4.481 0.137
O 3.971 2.644 0.069
H -1.227 2.121 -2.107
H -0.883 5.840 -0.268
H 0.952 7.439 -0.588
H 3.305 6.589 -0.472
H 5.102 5.422 0.368
Cl 3.645 -0.670 0.789
C 3.827 -2.009 -0.293
C 4.784 -2.972 -0.128
C 4.758 -4.074 -0.972
C 3.762 -4.218 -1.919
C 2.827 -3.198 -2.043
Cl 1.535 -3.524 -3.153
C 2.851 -2.021 -1.250
S 1.697 -0.677 -1.479
H 5.548 -2.827 0.644
H 5.539 -4.819 -0.919
H 3.712 -5.068 -2.566
C 0.168 -0.278 -5.003
O 0.914 0.762 -4.362
C 0.487 1.458 -3.355
S -1.192 1.126 -2.941
S 1.575 2.519 -2.634
H 0.687 -0.558 -5.911
H -0.822 0.114 -5.296
H 0.206 -1.166 -4.334
C -3.517 -3.816 0.390
Si -2.280 -3.812 -0.926
C -0.938 -5.055 -0.459
C -3.056 -3.899 -2.629
C -1.368 -2.203 -0.824
Te -0.638 -1.636 1.101
C -2.391 -1.435 2.461
Si -3.595 -0.027 2.099
C -5.178 -0.489 2.923
C -3.718 0.276 0.244
C -2.746 1.529 2.836
H -4.361 -4.490 0.178
H -3.918 -2.828 0.412
H -3.069 -4.038 1.360
H -1.352 -6.036 -0.191
H -0.406 -4.662 0.406
H -0.206 -5.267 -1.217
H -3.515 -4.852 -2.778
H -2.284 -3.780 -3.385
H -3.807 -3.108 -2.674
H -1.850 -1.317 -1.284
H -0.434 -2.367 -1.330
H -2.000 -1.250 3.441
H -2.825 -2.396 2.569
H -5.571 -1.352 2.401
H -5.937 0.252 2.998
H -4.832 -0.677 3.949
H -4.076 -0.643 -0.254
H -2.771 0.627 -0.224
H -4.471 1.056 0.121
H -2.238 1.149 3.739
H -3.395 2.370 3.060
H -2.011 1.775 2.083
N 3.177 1.665 2.905
C 2.800 1.954 4.162
C 1.410 1.914 4.184
C 1.059 1.680 2.862
N 2.123 1.562 2.069
H 4.087 1.618 2.479
H 3.564 2.160 4.867
H 0.805 2.083 5.068
H 0.073 1.578 2.450
```

---

## 2
The following is a quantum chemistry calculation of C26H37Cl2N3O5S3ScSi2Te as an isolated structure, from the Open Molecules 2025 dataset.

## Properties
**Spin multiplicity**: 1
**HOMO-LUMO gap**: 5.45 eV
**Net charge**: +1
**HOMO level**: -9.3 eV

The geometry in XYZ format:
```
80
C26H37Cl2N3O5S3ScSi2Te wB97M-V/def2-TZVPD
Sc 0.477 -2.571 1.493
O -1.841 -2.491 -2.269
C -1.330 -2.467 -1.005
O -0.142 -2.450 -0.795
C -2.362 -2.434 0.092
C -3.704 -2.230 -0.179
C -4.517 -2.027 0.932
C -3.970 -2.021 2.190
C -2.598 -2.196 2.323
N -1.845 -2.462 1.285
C -1.785 -2.155 3.603
O -2.421 -1.869 4.713
O -0.627 -2.515 3.586
H -1.059 -2.656 -2.836
H -4.190 -2.220 -1.140
H -5.590 -1.952 0.938
H -4.569 -1.789 3.043
H -3.393 -1.698 4.629
Cl 2.935 -1.004 2.761
C 1.813 -0.181 3.798
C 2.115 0.064 5.122
C 1.226 0.580 6.030
C -0.016 0.965 5.528
C -0.341 0.761 4.225
Cl -1.890 1.328 3.741
C 0.547 0.102 3.327
S 0.129 -0.023 1.597
H 3.051 -0.270 5.504
H 1.498 0.809 7.074
H -0.761 1.453 6.150
C 2.247 -7.008 3.228
O 0.965 -6.598 2.690
C 0.898 -5.333 2.307
S 2.090 -4.101 2.770
S -0.421 -4.938 1.272
H 2.206 -8.130 3.236
H 2.335 -6.608 4.254
H 3.084 -6.670 2.599
C -1.106 5.212 -2.097
Si -1.330 4.143 -0.556
C -0.784 4.939 1.054
C -3.096 3.533 -0.409
C -0.320 2.546 -1.015
Te 1.774 2.921 -1.539
C 1.579 3.205 -3.587
Si 0.850 1.946 -4.863
C 0.894 2.831 -6.529
C -0.933 1.443 -4.497
C 1.869 0.444 -4.834
H -0.396 4.731 -2.792
H -0.619 6.149 -1.793
H -2.011 5.473 -2.699
H -1.222 5.975 0.961
H 0.283 5.016 1.126
H -1.246 4.458 1.921
H -3.099 2.759 0.387
H -3.356 3.128 -1.391
H -3.674 4.451 -0.179
H -0.800 2.112 -1.878
H -0.224 1.907 -0.076
H 2.610 3.455 -3.843
H 1.132 4.191 -3.769
H 0.148 3.640 -6.491
H 0.675 1.990 -7.196
H 1.851 3.195 -6.750
H -1.589 2.311 -4.501
H -1.120 0.794 -3.719
H -1.304 0.945 -5.441
H 2.885 0.774 -5.135
H 1.619 -0.451 -5.331
H 1.874 0.236 -3.791
N 2.525 -0.951 -0.317
C 3.594 -0.818 -1.099
C 4.119 -2.088 -1.228
C 3.253 -2.919 -0.508
N 2.249 -2.214 0.009
H 1.906 -0.224 0.022
H 3.968 0.147 -1.399
H 5.050 -2.375 -1.669
H 3.276 -3.959 -0.377
```

---

Computed stability ranking, most favorable first: 2, 1

---

## 1
The following is a quantum chemistry calculation of C38H44OP2Sr as an isolated structure, from the Open Molecules 2025 dataset.

## Properties
**Spin multiplicity**: 1
**HOMO-LUMO gap**: 5.44 eV
**Net charge**: 0
**HOMO level**: -5.8 eV

The geometry in XYZ format:
```
86
C38H44OP2Sr wB97M-V/def2-TZVPD
Sr -0.008 -0.181 5.337
C -2.326 -0.019 6.071
C -2.423 -0.332 4.734
C -2.741 0.587 3.662
C -1.599 1.359 2.950
C -0.540 1.910 3.787
C -0.673 2.368 5.083
C -1.909 2.503 5.824
C -2.425 1.309 6.678
C 2.134 0.355 5.064
H -2.120 -0.868 6.800
H -2.273 -1.429 4.450
H -3.491 1.311 4.057
H -3.313 0.009 2.880
H -1.185 0.702 2.141
H -2.021 2.237 2.397
H 0.492 1.915 3.338
H 0.277 2.719 5.605
H -2.701 2.811 5.104
H -1.805 3.390 6.508
H -1.921 1.348 7.669
H -3.515 1.443 6.903
H 2.478 -0.128 5.950
H 2.234 1.384 5.018
H 2.325 -0.192 4.161
P 0.025 -2.469 -4.238
P 2.134 0.585 -4.509
C -0.357 -0.843 -4.861
C 0.404 0.332 -4.837
C -0.924 -3.604 -5.344
C -2.082 -3.232 -6.017
C -2.733 -4.149 -6.857
C -2.231 -5.442 -7.014
C -1.070 -5.820 -6.333
C -0.406 -4.922 -5.514
C -1.030 -2.461 -2.723
C -0.625 -1.597 -1.674
C -1.352 -1.556 -0.491
C -2.470 -2.377 -0.313
C -2.858 -3.241 -1.341
C -2.145 -3.279 -2.537
C 2.612 1.383 -6.115
C 2.608 0.554 -7.266
C 2.979 1.075 -8.498
C 3.384 2.408 -8.615
C 3.408 3.221 -7.479
C 3.023 2.713 -6.240
C 2.178 2.022 -3.358
C 3.289 2.100 -2.469
C 3.374 3.149 -1.570
C 2.373 4.122 -1.510
C 1.280 4.040 -2.374
C 1.185 2.991 -3.302
H -1.397 -0.730 -5.209
H -0.121 1.244 -5.192
H -2.486 -2.234 -5.895
H -3.637 -3.843 -7.393
H -2.739 -6.151 -7.671
H -0.669 -6.833 -6.458
H 0.512 -5.198 -5.000
H 0.256 -0.974 -1.799
H -1.036 -0.880 0.313
H -3.034 -2.347 0.626
H -3.727 -3.890 -1.207
H -2.464 -3.952 -3.337
H 2.316 -0.488 -7.175
H 2.964 0.430 -9.382
H 3.685 2.810 -9.587
H 3.728 4.262 -7.560
H 3.036 3.361 -5.359
H 4.050 1.324 -2.506
H 4.233 3.207 -0.889
H 2.440 4.938 -0.786
H 0.486 4.794 -2.328
H 0.335 2.941 -3.975
C 2.050 -0.260 9.027
C 0.648 -0.325 8.404
C -0.436 -0.538 9.469
O 0.389 0.747 7.600
H 2.078 0.621 9.680
H 2.799 -0.146 8.264
H 2.255 -1.142 9.617
H 0.636 -1.272 7.734
H -0.433 0.348 10.122
H -1.409 -0.622 9.013
H -0.234 -1.415 10.064
```

---

## 2
The following is a quantum chemistry calculation of C38H44OP2Sr as an isolated structure, from the Open Molecules 2025 dataset.

## Properties
**Spin multiplicity**: 1
**HOMO-LUMO gap**: 6.10 eV
**Net charge**: 0
**HOMO level**: -6.6 eV

The geometry in XYZ format:
```
86
C38H44OP2Sr wB97M-V/def2-TZVPD
Sr 1.291 2.981 0.870
C 0.823 -2.939 0.018
C 2.023 -2.342 -0.094
C 2.911 -2.255 -1.310
C 2.805 -0.871 -1.955
C 1.473 -0.663 -2.604
C 0.409 -1.468 -2.624
C 0.303 -2.962 -2.491
C -0.135 -3.372 -1.074
C -0.291 3.722 -1.048
H 0.433 -3.178 1.033
H 2.471 -1.923 0.827
H 2.667 -3.008 -2.062
H 3.956 -2.419 -0.991
H 3.109 -0.109 -1.209
H 3.535 -0.785 -2.774
H 1.338 0.349 -2.982
H -0.567 -1.010 -2.836
H 1.175 -3.523 -2.843
H -0.528 -3.242 -3.161
H -1.131 -2.914 -0.904
H -0.301 -4.459 -0.998
H -1.106 3.532 -0.326
H -0.203 2.820 -1.687
H -0.608 4.578 -1.690
P 7.673 4.305 0.540
P 6.813 5.840 -2.092
C 8.366 3.831 -1.083
C 8.084 4.564 -2.185
C 9.296 4.383 1.472
C 10.453 3.693 1.082
C 11.651 3.842 1.789
C 11.702 4.662 2.917
C 10.560 5.374 3.304
C 9.377 5.261 2.573
C 6.905 2.720 1.019
C 5.694 2.368 0.388
C 5.069 1.165 0.700
C 5.632 0.301 1.653
C 6.813 0.674 2.311
C 7.439 1.888 2.009
C 7.826 7.062 -3.090
C 9.021 7.540 -2.516
C 9.858 8.391 -3.243
C 9.507 8.786 -4.542
C 8.322 8.313 -5.110
C 7.481 7.464 -4.384
C 5.674 5.248 -3.394
C 4.428 5.902 -3.465
C 3.521 5.558 -4.465
C 3.835 4.538 -5.378
C 5.059 3.866 -5.279
C 5.976 4.212 -4.281
H 8.977 2.919 -1.126
H 8.623 4.434 -3.132
H 10.440 3.041 0.207
H 12.540 3.310 1.448
H 12.630 4.745 3.487
H 10.602 6.020 4.180
H 8.504 5.856 2.853
H 5.254 3.034 -0.363
H 4.146 0.870 0.179
H 5.153 -0.664 1.870
H 7.246 0.011 3.066
H 8.352 2.175 2.532
H 9.310 7.225 -1.510
H 10.786 8.755 -2.800
H 10.159 9.460 -5.107
H 8.044 8.610 -6.123
H 6.561 7.095 -4.850
H 4.178 6.670 -2.727
H 2.561 6.074 -4.526
H 3.113 4.251 -6.149
H 5.302 3.054 -5.969
H 6.918 3.671 -4.188
C -2.767 1.326 1.137
C -1.457 0.791 1.707
C -1.315 -0.683 1.344
O -0.357 1.630 1.315
H -2.874 1.040 0.068
H -2.813 2.421 1.180
H -3.668 0.932 1.648
H -1.515 0.835 2.805
H -1.026 -0.813 0.296
H -0.566 -1.220 1.939
H -2.263 -1.243 1.479
```

---

Computed stability ranking, most favorable first: 2, 1

---

## 1
The following is a quantum chemistry calculation of a 2-piece molecular cluster, C3H10OS2 overall, from the Open Molecules 2025 dataset.

## Properties
**Spin multiplicity**: 1
**HOMO-LUMO gap**: 9.62 eV
**Net charge**: 0
**Structure (SMILES)**: CCCSS.O
**HOMO level**: -9.2 eV

The geometry in XYZ format:
```
16
C3H10OS2 wB97M-V/def2-TZVPD
C 2.073 0.339 -0.051
C 2.830 1.172 0.979
C 0.762 1.013 -0.458
S -0.273 -0.037 -1.521
S -0.574 -1.700 -0.446
H 1.853 -0.656 0.349
H 2.643 0.201 -0.964
H 3.746 0.662 1.266
H 3.265 2.079 0.558
H 2.227 1.328 1.862
H 0.972 1.902 -1.056
H 0.197 1.286 0.422
H -1.708 -1.431 0.233
H -3.079 1.357 1.647
H -3.299 -0.070 2.121
O -3.065 0.811 2.440
```

---

## 2
The following is a quantum chemistry calculation of a 2-piece molecular cluster, C3H10OS2 overall, from the Open Molecules 2025 dataset.

## Properties
**Spin multiplicity**: 1
**HOMO-LUMO gap**: 9.28 eV
**Net charge**: 0
**Structure (SMILES)**: CCO.CSS
**HOMO level**: -8.8 eV

The geometry in XYZ format:
```
16
C3H10OS2 wB97M-V/def2-TZVPD
C -1.885 1.314 -2.829
S -0.876 0.066 -1.977
S -1.913 -1.724 -2.235
H -1.254 1.557 -3.713
H -2.777 0.795 -3.216
H -2.020 2.288 -2.372
H -2.915 -1.355 -1.412
C 2.300 0.716 3.115
O 3.031 1.681 3.914
C 2.322 -0.626 3.875
H 2.786 0.699 2.109
H 1.312 1.191 2.929
H 2.469 2.324 4.347
H 2.434 -0.345 4.930
H 2.892 -1.379 3.324
H 1.263 -0.907 3.992
```

---

Computed stability ranking, most favorable first: 1, 2